[1]
Molecular formula: C36H33N7O7
Method: DFT, ωB97M-V/def2-TZVPD

The geometry in XYZ format:
```
83
Properties=species:S:1:pos:R:3:forces:R:3:lowdin_charge:R:1
C -4.80940 0.70027 -3.79349 -0.271 -0.039 -0.170 -0.048
C -3.53594 0.98023 -3.05555 0.076 0.210 0.195 -0.268
C -2.32708 1.16490 -3.72610 0.364 0.304 0.297 -0.007
C -1.12912 1.39257 -3.03262 -0.242 -0.051 0.187 -0.185
C 0.15565 1.62863 -3.76736 0.260 -0.031 -0.496 -0.015
C -1.16870 1.37639 -1.62970 -1.196 -0.196 -0.060 -0.128
N 0.04428 1.38621 -0.86187 0.875 0.073 1.216 0.085
C 0.87779 0.31443 -0.67231 1.505 2.103 -1.878 -0.058
C 0.69497 -0.83772 -1.53630 -2.718 -3.871 -0.844 -0.378
C -0.60362 -1.53590 -1.52878 2.713 1.828 -0.659 -0.191
C -1.01254 -2.10235 -2.85161 0.059 -0.342 -0.244 -0.047
C -1.29981 -1.91676 -0.36396 -0.650 -0.480 0.239 -0.202
C -0.64497 -2.03624 0.88623 -0.475 -0.031 -0.176 -0.075
C -1.26279 -2.72046 1.92984 -0.342 0.208 -0.162 -0.119
C -2.56001 -3.20699 1.77500 0.247 -0.941 0.218 -0.136
C -3.23084 -3.09495 0.55080 -0.147 0.183 -0.076 -0.096
C -2.63210 -2.43933 -0.50240 0.347 0.248 0.047 -0.033
O 1.59297 -1.13773 -2.36011 0.322 1.101 0.059 -0.009
N 2.11287 0.83563 -0.32126 -2.371 0.553 0.887 0.101
C 3.38086 0.31496 -0.69129 1.277 -0.763 -0.085 -0.112
C 3.74529 -1.00225 -0.36525 0.488 0.368 -0.186 -0.186
C 2.89277 -1.91403 0.44546 -0.038 -0.597 0.268 -0.032
C 4.98112 -1.48676 -0.80587 -0.062 0.657 -0.064 0.011
C 5.85927 -0.68113 -1.53425 -0.380 -0.212 -0.016 -0.262
C 7.18680 -1.19791 -1.99343 0.291 -0.078 -0.107 -0.053
C 5.46599 0.60820 -1.87074 -0.292 -0.110 0.310 -0.005
C 4.23229 1.12462 -1.46999 -0.015 -0.533 0.191 -0.176
C 3.87309 2.49340 -1.94874 0.194 0.650 -0.414 -0.038
C 1.88779 2.16247 0.06313 0.869 -0.277 -0.491 -0.043
C 0.65735 2.51778 -0.32954 -0.715 -0.305 -0.479 -0.016
C -2.37934 1.26647 -0.94190 -0.093 -0.144 -0.245 -0.175
C -2.39623 1.15801 0.54623 0.002 -0.088 0.497 -0.028
C -3.55878 1.08628 -1.66874 0.433 0.104 -0.023 0.009
H -5.62250 0.54551 -3.07754 0.056 0.026 -0.200 0.076
H -5.08312 1.53445 -4.45137 0.041 -0.155 0.097 0.085
H -4.73035 -0.20087 -4.41490 0.037 0.177 0.109 0.086
H -2.31308 1.15870 -4.81828 0.060 -0.052 0.280 0.127
H 0.67990 2.51868 -3.38471 -0.119 -0.287 -0.059 0.078
H 0.83771 0.76334 -3.71762 -0.201 0.263 0.128 0.086
H -0.06963 1.80767 -4.82825 0.139 -0.019 0.283 0.085
H -1.51550 -3.07022 -2.72038 0.137 0.145 -0.186 0.079
H -1.69927 -1.43408 -3.39476 0.042 -0.139 0.087 0.070
H -0.12402 -2.24243 -3.47950 -0.230 -0.002 0.132 0.082
H 0.34855 -1.59487 0.99041 -0.201 -0.569 -0.004 0.079
H -0.72935 -2.84798 2.87166 -0.155 -0.044 -0.111 0.112
H -3.04994 -3.73007 2.60070 0.207 0.105 -0.221 0.105
H -4.25020 -3.48922 0.43478 0.501 0.180 0.157 0.114
H -3.16011 -2.29145 -1.46002 0.352 -0.197 0.658 0.115
H 3.53423 -2.70245 0.86137 -0.225 0.204 0.038 0.088
H 2.40675 -1.40040 1.28192 0.013 -0.056 -0.154 0.079
H 2.14113 -2.42677 -0.17128 0.075 0.287 0.151 0.093
H 5.26657 -2.50669 -0.55187 -0.048 0.196 -0.031 0.123
H 7.87956 -0.35891 -2.13241 -0.028 -0.285 0.034 0.078
H 7.60432 -1.89569 -1.25903 0.016 0.133 -0.188 0.080
H 7.10296 -1.72570 -2.95529 -0.009 0.116 0.256 0.090
H 6.13261 1.23217 -2.46835 -0.184 -0.130 0.157 0.119
H 4.67016 2.82819 -2.62696 -0.282 -0.008 0.151 0.083
H 2.93374 2.50949 -2.52365 0.207 -0.010 0.336 0.082
H 3.82219 3.22856 -1.13408 -0.051 -0.157 -0.387 0.076
H 2.64665 2.76004 0.53982 -0.051 -0.177 -0.049 0.137
H 0.15459 3.47161 -0.30893 0.006 -0.172 0.163 0.146
H -3.39850 0.89312 0.90840 0.318 0.198 -0.144 0.081
H -1.73671 0.32072 0.82304 -0.446 0.446 -0.364 0.046
H -2.03027 2.04703 1.08588 -0.207 -0.263 -0.373 0.081
H -4.50029 1.00467 -1.12686 0.185 -0.101 -0.115 0.122
O -2.66838 0.90910 8.10246 0.606 0.057 -1.459 0.103
N -1.98371 1.10805 7.11590 1.027 -0.382 -1.029 -0.145
C -1.64204 0.43468 5.95008 -0.604 0.828 2.024 -0.037
C -0.73516 1.25606 5.25073 0.520 2.548 0.828 -0.149
N -0.44150 2.39755 5.93266 -1.387 -2.561 -0.757 0.164
O -1.22329 2.30715 7.06289 0.338 -0.157 0.391 0.038
C -0.44982 1.00297 3.85793 -0.779 -1.603 -1.602 -0.021
N 0.45884 1.89845 3.06914 0.925 1.196 -0.967 -0.264
O 1.68635 1.90145 3.29020 -2.715 -0.182 -0.240 0.092
O -0.10353 2.62102 2.20666 1.209 -1.615 2.508 0.048
C -1.17514 0.02596 3.17574 1.838 2.053 0.944 0.087
C -2.22061 -0.61957 3.87127 -2.826 -0.758 0.123 -0.094
N -3.47380 -0.99770 3.36333 1.252 1.020 -0.280 -0.139
O -3.97741 -0.95710 2.24678 0.655 -0.261 1.884 0.080
O -4.27201 -1.33274 4.45780 0.344 -0.138 -0.288 0.049
N -3.65874 -1.01752 5.64334 2.748 1.028 -1.025 0.158
C -2.41661 -0.54905 5.26577 -3.347 -0.637 0.499 -0.113
H -0.94209 -0.29582 2.17183 -0.075 0.413 0.079 0.077
```
Forces are in eV/Å.

HOMO level: -5.8948 eV
E: -2301.0853 Eh

---

[2]
Molecular formula: C36H34As2N5O8PtS
Method: DFT, ωB97M-V/def2-TZVPD

The geometry in XYZ format:
```
87
Properties=species:S:1:pos:R:3:forces:R:3:lowdin_charge:R:1
Pt -0.19708 0.26964 -0.36331 -0.743 0.300 -1.045 0.949
C -0.08886 4.61472 -0.49576 -0.006 0.149 -0.036 -0.023
C -0.13085 3.27560 -0.90426 0.078 -0.043 0.025 -0.106
N -0.14630 2.28031 -0.04649 0.018 -0.001 0.361 -0.079
C -0.20201 2.55268 1.30172 0.015 0.104 0.089 -0.159
C -0.08955 3.86904 1.78784 0.000 -0.207 -0.131 -0.147
C -0.03296 4.90896 0.83550 0.000 0.010 0.012 0.017
C -0.03157 4.07866 3.18179 0.029 0.138 0.142 -0.038
C -0.05260 3.00296 4.02083 0.010 -0.030 -0.027 -0.059
C -0.22385 1.68932 3.54070 0.004 0.022 0.107 -0.009
C -0.38356 1.44762 2.19309 -0.005 -0.163 -0.099 -0.252
N -0.66774 0.25674 1.55882 -0.045 0.087 0.014 -0.113
C -0.98564 -0.97184 2.07771 0.083 0.127 -0.046 -0.214
C -1.33174 -1.29120 3.37773 -0.011 -0.035 0.022 -0.003
C -1.60284 -2.62422 3.74124 -0.009 0.036 -0.002 -0.064
C -1.59284 -3.63842 2.82669 -0.046 -0.103 0.115 -0.045
C -1.35664 -3.34133 1.46721 0.051 0.179 -0.046 -0.156
C -1.48259 -4.29591 0.43374 0.027 0.015 -0.030 0.011
C -1.31737 -3.90925 -0.86399 -0.032 -0.138 -0.025 -0.028
C -0.96434 -2.58135 -1.14280 -0.044 0.010 -0.026 -0.135
N -0.78662 -1.67754 -0.20802 0.163 -0.057 0.307 -0.071
C -1.02746 -2.02007 1.10312 0.001 -0.146 0.122 -0.153
H -0.07993 5.39386 -1.24496 0.017 -0.032 -0.001 0.115
H -0.15135 3.01790 -1.95013 0.054 -0.009 -0.045 0.084
H 0.04600 5.93381 1.17877 -0.017 -0.021 -0.027 0.128
H 0.05255 5.08653 3.56835 0.021 -0.024 -0.040 0.116
H 0.04894 3.15748 5.08700 -0.010 -0.031 0.005 0.112
H -0.19689 0.87241 4.24320 -0.072 0.074 0.008 0.093
H -1.44318 -0.51513 4.11660 0.041 -0.087 0.026 0.093
H -1.84037 -2.84133 4.77534 0.011 0.028 -0.019 0.112
H -1.79956 -4.65940 3.12281 -0.043 0.037 -0.044 0.114
H -1.74283 -5.31762 0.68549 0.008 0.027 -0.009 0.127
H -1.44393 -4.59236 -1.69294 0.033 0.017 0.008 0.107
H -0.83910 -2.25956 -2.16254 0.004 -0.038 0.092 0.065
S 2.55064 0.27110 1.08849 0.462 -0.417 0.007 0.715
C 2.72119 -1.39726 1.15531 0.031 0.649 0.104 -0.777
N 3.44943 -1.93819 2.19942 -0.136 -0.087 -0.255 0.075
C 3.58947 -3.26170 2.38671 0.031 -0.026 0.060 -0.049
C 3.01967 -4.11523 1.50056 -0.005 -0.374 0.003 -0.028
C 2.33081 -3.53906 0.42013 -0.031 0.243 0.085 -0.141
N 2.17549 -2.24879 0.25066 0.062 -0.158 0.039 0.064
H 3.88475 -1.27424 2.82324 -0.053 0.051 0.034 0.137
H 4.15603 -3.57872 3.25101 0.032 0.028 -0.020 0.138
H 3.10759 -5.18546 1.60920 0.016 0.046 0.016 0.112
H 1.88381 -4.16811 -0.34440 0.017 -0.042 0.071 0.073
C -3.04397 -0.83171 -6.00184 -0.040 0.038 0.032 0.006
O -1.79064 -1.26869 -5.43918 0.155 -0.180 -0.173 -0.020
C -1.28350 -0.54578 -4.45389 -0.085 -0.066 0.155 -0.527
O -1.82892 0.41488 -3.96453 0.033 0.124 0.036 0.068
C 0.02974 -1.02627 -3.91098 -0.016 -0.041 -0.131 -0.285
C 0.55676 -2.23741 -4.10301 -0.191 0.060 -0.034 -0.285
As 1.95474 -3.01902 -2.96620 0.112 0.090 -0.362 1.370
C 2.92520 -3.93854 -4.40677 -0.003 0.052 -0.036 -0.248
C 3.07396 -1.42216 -2.81954 0.119 -0.176 0.208 -0.297
C 2.58947 -0.21421 -2.55997 -0.035 0.228 0.166 -0.283
As 0.70934 0.30591 -2.64984 0.148 -0.247 0.005 1.207
C 0.89353 1.77902 -3.91905 -0.268 0.114 0.035 -0.221
C 3.39096 0.93252 -2.02736 0.054 0.031 -0.225 -0.587
O 2.90925 2.03084 -1.88476 0.015 0.089 0.230 0.049
O 4.65338 0.63491 -1.76054 0.035 -0.133 0.073 -0.057
C 5.43294 1.68544 -1.16079 -0.026 0.051 0.016 -0.002
C 4.48865 -1.88396 -2.58290 -0.097 -0.116 0.175 -0.569
O 4.67878 -2.68584 -1.70242 0.050 0.084 0.007 0.105
O 5.47178 -1.54022 -3.40359 0.005 0.031 -0.228 0.004
C 5.21186 -0.69465 -4.53215 0.006 0.008 0.025 -0.018
C -0.08812 -3.36026 -4.86273 0.058 -0.074 0.074 -0.588
O -0.57393 -4.28034 -4.24527 -0.143 0.060 -0.024 0.101
O 0.04732 -3.31618 -6.17432 0.068 0.165 -0.064 -0.017
C -0.55918 -4.40583 -6.89618 -0.064 -0.093 0.044 -0.007
H -3.00852 -1.09086 -7.05492 0.012 -0.041 0.002 0.099
H -3.16546 0.23933 -5.87125 0.018 0.002 -0.006 0.094
H -3.86068 -1.35562 -5.51041 0.014 -0.008 0.037 0.104
H 2.39672 -4.86109 -4.63906 -0.027 -0.020 0.008 0.034
H 3.92253 -4.19659 -4.05508 0.004 0.011 0.048 0.038
H 2.99071 -3.32295 -5.30138 0.035 -0.014 -0.019 0.040
H 1.47105 1.40066 -4.75974 0.029 -0.052 -0.020 0.054
H 1.41844 2.61025 -3.46527 0.024 -0.049 0.038 0.022
H -0.08912 2.08629 -4.26110 -0.073 -0.032 -0.013 0.035
H 6.39827 1.24374 -0.93885 -0.005 -0.026 -0.016 0.103
H 4.94452 2.02896 -0.25194 -0.017 -0.031 0.028 0.086
H 5.53841 2.51909 -1.85248 -0.009 -0.015 -0.025 0.101
H 6.06064 -0.82286 -5.19460 0.031 -0.018 -0.015 0.103
H 5.14414 0.34641 -4.22428 -0.001 0.016 0.043 0.092
H 4.29889 -0.98766 -5.04811 -0.019 -0.034 -0.008 0.091
H -0.01749 -5.33135 -6.71122 0.041 0.021 0.015 0.100
H -0.50778 -4.13450 -7.94451 0.046 0.034 0.008 0.099
H -1.59211 -4.53499 -6.58009 -0.001 0.042 -0.009 0.101
```
Forces are in eV/Å.

Total charge: +1
HOMO level: -9.1611 eV
E: -7256.8608 Eh
Relative energy (zero: lowest compared OMol25 entry of this formula, charge and spin): 0.000 eV

---

[3]
Molecular formula: C36H34B2ClF4N7O6P2Se2Ti
Method: DFT, ωB97M-V/def2-TZVPD

The geometry in XYZ format:
```
95
Properties=species:S:1:pos:R:3:forces:R:3:lowdin_charge:R:1
Ti 0.29157 3.10910 -0.20889 0.303 0.625 0.359 1.106
C 3.95446 2.17126 -2.30116 0.008 0.001 -0.003 -0.014
C 2.59493 2.52479 -1.80901 -0.012 -0.024 -0.049 -0.226
N 2.27216 2.61504 -0.57329 -0.159 -0.094 -0.009 -0.053
O 3.10996 2.24559 0.42521 -0.003 -0.018 0.036 -0.120
B 2.66474 2.64521 1.88308 0.012 -0.019 -0.041 -1.068
F 3.63195 2.06426 2.66058 -0.065 0.037 -0.036 0.168
F 2.60800 4.01524 1.91144 0.029 -0.062 0.028 0.194
O 1.35074 2.06441 2.39740 -0.003 0.055 0.000 0.058
N 0.23855 2.40980 1.70180 0.030 0.059 0.054 -0.057
C -0.88967 2.62635 2.27211 -0.033 -0.121 0.013 -0.187
C -1.04382 2.59714 3.75310 -0.009 -0.011 0.010 0.029
C -2.05119 2.93697 1.33381 0.012 -0.015 0.120 -0.197
N -1.72779 3.05000 0.09930 0.014 -0.119 -0.069 -0.076
O -2.59220 3.23356 -0.90020 -0.024 0.009 -0.059 0.072
B -1.94469 3.85737 -2.16699 -0.012 -0.014 0.011 -1.004
F -2.96296 3.96312 -3.05784 0.054 0.001 0.027 0.196
F -1.35625 5.04118 -1.74317 -0.004 0.007 -0.035 0.164
O -0.82764 3.08576 -2.92301 -0.017 0.055 -0.026 0.066
N 0.32901 3.01609 -2.25040 -0.160 -0.128 -0.022 -0.058
C 1.45492 2.72712 -2.78719 -0.011 -0.086 -0.020 -0.205
C 1.63952 2.48100 -4.24363 0.026 0.079 -0.022 0.015
C -3.43583 3.11376 1.85208 -0.042 -0.087 -0.035 0.009
H 4.67324 2.25135 -1.48972 0.005 0.003 0.004 0.084
H 4.24001 2.84738 -3.10762 0.004 -0.006 0.001 0.097
H 3.97397 1.15161 -2.69137 -0.009 0.007 -0.007 0.083
H -0.62369 1.67300 4.15034 -0.007 0.009 -0.001 0.072
H -2.08026 2.69780 4.06143 0.003 -0.008 0.000 0.078
H -0.46128 3.41849 4.17644 -0.002 0.010 0.002 0.112
H 0.67046 2.48926 -4.73489 -0.006 -0.001 -0.002 0.089
H 2.13011 1.52193 -4.41480 -0.003 -0.004 -0.003 0.091
H 2.26465 3.26090 -4.68359 0.005 -0.008 0.001 0.101
H -3.75548 2.24730 2.43330 -0.003 0.002 -0.006 0.092
H -4.11425 3.25361 1.01473 -0.003 0.005 -0.004 0.089
H -3.48209 3.99323 2.49787 0.004 -0.012 0.007 0.101
Se -1.04768 -4.00530 1.52391 -0.063 -0.018 0.028 0.378
P -1.52018 -3.00612 -0.26759 -0.009 0.039 -0.029 0.560
C -0.97366 -3.86471 -1.76896 0.021 0.016 -0.006 -0.367
C -0.70241 -3.15663 -2.93850 0.016 -0.002 0.008 -0.094
C -0.30706 -3.83751 -4.08082 0.003 -0.006 -0.004 -0.074
C -0.19499 -5.22209 -4.06148 0.005 0.005 -0.007 -0.082
C -0.47527 -5.92746 -2.89922 0.021 0.000 0.018 -0.076
C -0.85813 -5.24996 -1.75074 0.011 -0.009 -0.002 -0.100
C -3.30101 -2.74179 -0.47464 -0.013 -0.007 0.031 -0.352
C -4.03134 -2.32389 0.63516 0.007 0.003 0.000 -0.106
C -5.38571 -2.06625 0.51703 -0.023 -0.002 -0.018 -0.076
C -6.02144 -2.23816 -0.70670 -0.004 0.008 0.025 -0.078
C -5.30002 -2.66912 -1.80805 0.023 -0.005 -0.013 -0.071
C -3.93862 -2.91799 -1.69578 -0.013 0.011 -0.016 -0.068
C -0.85904 -1.32959 -0.42306 0.054 -0.011 -0.102 -0.413
C 0.29989 -0.64866 -0.03705 -0.087 0.053 0.060 -0.404
N 0.15536 0.63175 -0.47325 -0.057 0.024 0.040 -0.016
N -1.00711 0.70742 -1.09642 0.164 -0.202 -0.186 -0.022
N -1.62650 -0.44676 -1.08963 -0.107 0.080 0.099 0.049
P 1.71568 -1.19377 0.87689 -0.056 0.003 -0.030 0.753
Se 3.60804 -0.32239 0.21424 0.005 0.088 -0.027 0.814
C 1.45563 -0.97691 2.63567 0.117 -0.056 0.075 -0.354
C 0.16409 -1.06052 3.14980 0.009 0.026 -0.029 -0.107
C -0.03478 -0.92689 4.51395 -0.019 0.001 -0.005 -0.079
C 1.04403 -0.68912 5.35489 0.009 0.002 0.018 -0.061
C 2.32795 -0.58937 4.83848 -0.004 -0.003 0.006 -0.052
C 2.53912 -0.73625 3.47771 -0.030 -0.049 -0.022 -0.096
C 2.10808 -2.89208 0.44326 0.092 -0.002 0.143 -0.424
C 2.22894 -3.21984 -0.90497 -0.045 -0.019 -0.049 -0.115
C 2.61975 -4.49943 -1.26336 -0.045 -0.009 -0.027 -0.066
C 2.90179 -5.43647 -0.27987 0.004 0.000 0.023 -0.058
C 2.80177 -5.09890 1.06466 0.022 -0.006 -0.007 -0.065
C 2.40768 -3.82497 1.43254 0.019 0.000 -0.033 -0.115
H -0.80665 -2.07796 -2.95728 -0.002 -0.007 0.001 0.105
H -0.09539 -3.28695 -4.98877 -0.002 -0.006 0.010 0.106
H 0.10919 -5.75132 -4.95599 -0.004 0.004 0.011 0.104
H -0.38858 -7.00661 -2.88384 -0.001 0.014 0.001 0.106
H -1.05251 -5.78584 -0.82934 0.001 -0.001 -0.008 0.076
H -3.53516 -2.21627 1.59217 0.001 -0.007 -0.001 0.080
H -5.94984 -1.73684 1.38042 0.009 -0.007 -0.010 0.104
H -7.08143 -2.03819 -0.79854 0.011 -0.003 0.002 0.104
H -5.79318 -2.80653 -2.76175 0.008 0.001 0.013 0.106
H -3.38130 -3.24326 -2.56405 -0.003 0.002 0.003 0.101
H -0.67333 -1.24431 2.49216 -0.037 -0.006 -0.008 0.062
H -1.03495 -1.00846 4.92026 0.003 0.002 -0.011 0.113
H 0.88153 -0.57304 6.41909 0.001 -0.004 -0.007 0.109
H 3.16531 -0.38476 5.49211 -0.008 0.002 -0.015 0.114
H 3.53456 -0.63358 3.06909 0.012 0.015 0.001 0.079
H 2.00997 -2.48243 -1.66849 -0.023 -0.013 0.010 0.107
H 2.69190 -4.76316 -2.31034 -0.001 -0.007 0.004 0.110
H 3.20251 -6.43766 -0.56109 -0.002 0.007 -0.001 0.109
H 3.02089 -5.83458 1.82750 -0.009 0.012 -0.014 0.111
H 2.30501 -3.56366 2.47735 -0.008 0.014 0.008 0.109
Cl -0.09074 7.41385 1.84588 0.006 -0.013 -0.013 0.570
C 1.09915 7.19152 0.54311 -0.021 -0.027 0.009 -0.475
C 1.12132 5.81505 -0.09647 0.041 -0.044 0.004 -0.657
O 1.83158 5.63859 -1.06818 -0.039 0.027 0.049 0.073
O 0.39042 4.89312 0.46490 0.111 -0.050 -0.210 -0.161
H 2.08655 7.37938 0.95671 0.017 0.002 0.003 0.086
H 0.89648 7.92364 -0.23198 -0.006 0.015 -0.018 0.084
```
Forces are in eV/Å.

Multiplicity: 3
HOMO level (alpha / beta): -8.2836 / -8.2959 eV
E: -9471.7136 Eh
Expectation value of S²: 2.007
Relative energy (zero: lowest compared OMol25 entry of this formula, charge and spin): 0.982 eV

---

Q: The lowest E belongs to which entry?
A: C36H34B2ClF4N7O6P2Se2Ti

---

Q: Among the records above, which one has the lowest E?
A: C36H34B2ClF4N7O6P2Se2Ti